57
Properties=species:S:1:pos:R:3 method="wB97M-V/def2-TZVPD" spin_multiplicity=1 smiles="Cc1ccc(C(=O)N2CCC3(CC2)Oc2ccc(Cl)cc2C(=O)[C@]32CC(c3cccnc3)=NO2)s1" charge=0 energy_ha=-2327.5718 molar_mass_g_mol=508.0 relative_energy_ev=0.676 homo_lumo_gap_ev=8.6 e_lumo_ev=-0.16 largest_force_ev_per_a=1.21
C 3.396 -5.426 -1.641
C 3.330 -3.997 -2.047
C 4.355 -3.159 -2.360
C 3.929 -1.855 -2.693
C 2.576 -1.708 -2.629
C 1.722 -0.556 -2.996
O 0.877 -0.654 -3.866
N 1.971 0.618 -2.347
C 2.690 0.713 -1.099
C 1.745 0.449 0.087
C 0.309 0.859 -0.281
C 0.331 2.075 -1.225
C 1.029 1.703 -2.544
O -0.214 -0.275 -0.975
C -1.540 -0.384 -1.151
C -1.986 -1.338 -2.069
C -3.332 -1.486 -2.315
C -4.257 -0.677 -1.655
Cl -5.941 -0.869 -1.987
C -3.839 0.269 -0.747
C -2.475 0.415 -0.478
C -2.022 1.379 0.517
O -2.702 2.246 1.015
C -0.559 1.152 0.956
C -0.076 2.257 1.899
C 0.115 1.469 3.174
C 0.581 2.026 4.426
C 0.723 1.221 5.561
C 1.169 1.794 6.735
C 1.462 3.153 6.739
N 1.331 3.924 5.674
C 0.901 3.380 4.553
N -0.184 0.236 3.039
O -0.588 -0.048 1.783
S 1.801 -3.188 -2.177
H 2.911 -5.575 -0.678
H 4.433 -5.744 -1.567
H 2.888 -6.056 -2.371
H 5.388 -3.460 -2.355
H 4.598 -1.068 -2.993
H 3.103 1.725 -1.040
H 3.515 0.004 -1.083
H 2.096 0.985 0.968
H 1.722 -0.616 0.321
H 0.859 2.889 -0.727
H -0.686 2.412 -1.430
H 1.555 2.573 -2.949
H 0.304 1.356 -3.284
H -1.251 -1.932 -2.588
H -3.676 -2.220 -3.026
H -4.539 0.900 -0.221
H 0.841 2.747 1.575
H -0.863 3.008 2.019
H 0.479 0.172 5.494
H 1.288 1.205 7.631
H 1.817 3.649 7.633
H 0.807 4.060 3.716